# 1
The following is a DFT calculation (the ωB97M-V functional and the def2-TZVPD basis) of 5 unconnected molecules or ions with the total composition C36H58F12IN2O9PS2 in a non-equilibrium geometry.

Geometry as XYZ:
```
121
Properties=species:S:1:pos:R:3:forces:R:3:mulliken_charge:R:1
I 3.108693 -1.830479 -1.696560 -0.10 0.17 0.07 -0.060
S -6.240306 2.787747 0.710055 0.19 -0.83 -0.01 -0.130
S -6.258957 4.428009 3.196599 0.75 -0.97 -0.87 -0.213
P 1.597710 1.451852 1.356425 -0.40 0.14 1.54 1.314
F 2.448845 6.341201 -3.633859 0.46 -0.20 0.19 -0.261
F 1.428959 -8.388335 -6.509976 0.49 -0.17 0.22 -0.260
F -7.447200 -2.817289 1.361335 0.50 -0.19 0.15 -0.255
F -5.945653 -1.294235 1.050822 0.31 -0.38 0.18 -0.246
F 3.127533 7.638940 -2.053079 0.45 -0.46 -0.16 -0.196
F 3.972516 7.818116 -4.030514 0.29 -0.42 0.24 -0.268
F -0.737382 -9.451103 -0.014927 0.34 0.36 -0.38 -0.242
F 2.941877 -6.887268 -6.842066 0.30 -0.39 0.26 -0.274
F 1.338989 -9.401731 0.571975 -0.05 0.30 -0.42 -0.256
F 0.031428 -7.753435 1.070195 0.12 0.03 -0.46 -0.247
F 2.068672 -7.128817 -4.881801 0.44 -0.46 -0.56 -0.262
F -6.818476 -1.577074 3.003652 0.53 -0.43 -0.11 -0.241
O 1.559731 -6.968002 -1.000314 -0.35 -0.68 0.49 -0.320
O -5.060530 -4.058159 1.218728 -0.34 0.73 0.16 -0.316
O 4.806107 5.044227 -3.744892 -0.33 0.74 0.13 -0.334
O 0.772524 0.013874 -1.513016 1.03 -0.65 0.54 -0.458
O 5.260201 5.926773 -1.725984 -0.50 0.43 -0.15 -0.512
O 4.214515 -8.827677 -4.572827 -0.50 0.47 -0.14 -0.520
O 3.800599 -9.657945 -6.622279 -0.35 0.75 0.15 -0.322
O -4.648390 -3.260069 3.281752 -0.45 0.46 -0.17 -0.507
O 0.297891 -8.303317 -2.297744 -0.18 -0.32 0.59 -0.500
N -4.273495 2.614707 2.840678 -0.92 1.13 -2.80 0.297
N 1.541437 3.135689 1.935269 0.10 -0.03 -1.37 -0.273
C -3.333820 3.856929 4.828658 0.04 0.08 0.42 -0.677
C -6.373041 -2.230865 1.921852 -1.43 1.06 -0.22 0.920
C -4.386229 4.685615 -0.478440 -1.15 0.86 -0.32 0.357
C 3.542192 6.930156 -3.112446 -1.32 1.11 -0.35 0.827
C 5.338506 2.932621 -2.661895 -0.25 0.09 0.20 -0.981
C -3.285971 3.653264 3.238744 0.48 1.16 2.43 0.040
C 2.024315 -6.271176 -2.172284 0.19 0.59 -0.37 0.258
C -2.000520 4.458571 5.422692 -0.30 1.13 -0.03 -0.405
C -4.010333 -5.027103 1.384077 0.38 -0.64 0.06 -0.146
C -3.713268 1.622471 1.888051 -0.38 -1.67 0.01 -0.305
C -2.497870 0.778834 2.489179 0.20 0.59 -1.65 -0.761
C 1.610150 -0.387821 0.745864 1.51 -1.50 -1.15 -0.847
C -5.843517 4.048120 -0.576925 0.69 0.70 -0.35 -0.610
C 2.506833 -7.805358 -5.956612 -1.38 0.99 -0.48 0.850
C -5.266073 -3.232689 2.254616 0.98 -1.07 -0.14 0.333
C 2.960461 7.693599 1.044275 -0.86 -0.35 -0.36 -1.024
C 0.698013 -7.968621 -1.217973 0.74 0.94 -1.03 0.355
C 5.835897 4.060558 -3.544779 0.37 -0.65 0.11 -0.238
C 4.839243 -10.635087 -6.435228 0.39 -0.65 0.08 -0.202
C 4.343291 -11.793219 -5.592354 -0.26 0.08 0.21 -1.095
C 4.631342 5.920771 -2.746859 0.98 -1.10 -0.11 0.417
C 0.994472 -5.262832 -2.639355 -0.35 -0.09 0.10 -1.215
C 0.327712 -8.644481 0.103174 -0.48 -0.72 1.36 0.863
C 4.306870 1.128684 2.813460 -0.29 -0.04 1.61 0.387
C 1.908480 6.641632 1.616271 0.97 -0.09 -0.06 -0.206
C -5.471920 3.247187 2.319311 0.13 1.08 1.23 0.165
C 1.582151 -0.527751 -0.819159 -1.29 0.79 1.16 0.226
C 2.355463 4.056396 1.099752 0.83 1.30 1.16 -0.365
C -1.259184 0.884447 1.471075 0.42 0.39 1.16 -0.076
C 0.044546 1.072005 2.384010 -0.34 -0.74 0.12 -1.479
C -4.566825 6.257829 -0.275816 1.06 -0.68 -0.42 -1.297
C -4.489591 -6.206034 2.207291 -0.24 0.06 0.22 -1.121
C 2.718774 5.322395 2.024361 -0.44 0.25 0.21 -0.980
C 3.241324 1.205091 2.240039 -0.65 0.40 -0.95 -1.345
C 3.601063 -8.812610 -5.603132 1.00 -1.10 -0.11 0.405
C -1.645687 5.795216 4.637938 0.35 -0.60 -0.62 -0.843
H -5.164239 6.500600 0.643954 0.53 -0.23 -0.96 0.277
H 0.759728 -1.007677 1.139403 0.75 0.63 -0.43 0.394
H 2.586418 -0.827839 1.105317 -1.22 0.17 -0.34 0.596
H 2.445027 8.383691 0.309118 0.72 -0.50 1.01 0.296
H -4.747187 -5.900337 3.222696 0.13 0.01 -0.04 0.319
H -3.867352 4.532249 -1.474295 -0.34 0.00 1.34 0.359
H -2.771483 -0.318009 2.542719 0.17 1.37 0.39 0.302
H -3.491272 4.675444 2.801032 0.04 -1.29 0.08 0.341
H 3.427737 8.269737 1.887822 -0.34 -0.51 -0.93 0.322
H 1.143631 6.402536 0.814402 0.78 0.24 0.96 0.295
H -3.477804 2.120508 0.904639 0.13 -0.56 0.95 0.274
H 3.319318 3.558900 0.770140 -1.15 0.36 0.36 0.142
H 5.098923 3.291706 -1.659350 0.13 0.01 -0.03 0.211
H 2.940023 -5.752492 -1.884216 -0.11 -0.15 0.32 0.290
H -3.123998 -4.563758 1.820639 -0.19 0.14 0.10 0.286
H -3.527833 6.692311 -0.198305 -1.14 -0.15 0.07 0.331
H 1.817111 4.461286 0.194991 0.47 -0.68 0.66 0.361
H -1.203320 -0.022811 0.809676 0.06 0.89 0.67 0.381
H 5.728975 -10.173722 -6.003852 -0.20 0.15 0.09 0.310
H 0.073194 -5.756118 -2.955275 0.11 -0.04 -0.09 0.340
H 6.094724 2.150647 -2.575492 -0.03 0.06 -0.05 0.381
H 4.424545 2.498169 -3.073036 0.12 -0.04 -0.09 0.302
H 3.823622 5.559146 2.009389 -1.15 -0.32 -0.16 0.458
H -6.624261 4.862996 -0.558787 0.83 -0.90 0.09 0.365
H 3.440737 -12.226204 -6.028854 0.13 -0.02 -0.09 0.302
H -5.030949 6.682796 -1.215604 0.30 -0.37 1.21 0.409
H 1.378480 -4.681426 -3.479029 0.03 -0.03 0.08 0.373
H -3.739479 -5.365035 0.383132 -0.24 0.24 -0.05 0.307
H -5.923141 3.511584 -1.572478 -0.17 0.32 1.37 0.340
H 0.558431 3.421390 1.834684 0.41 -0.02 0.22 0.031
H -0.812184 6.389389 5.113767 -1.01 -0.63 -0.37 0.355
H 6.737111 4.523257 -3.139390 -0.19 0.15 0.09 0.319
H 5.110027 -10.994235 -7.428664 -0.24 0.25 -0.05 0.311
H -0.137044 1.848561 3.187942 0.27 -0.65 -1.17 0.272
H -5.388936 -6.641172 1.766284 0.13 -0.02 -0.09 0.307
H -2.157961 4.756656 6.506904 0.12 -0.65 -1.17 0.336
H 1.372251 7.060948 2.518410 0.49 -0.40 -1.07 0.168
H -4.521560 0.862663 1.654908 0.79 1.13 0.25 0.057
H 5.107741 -12.568295 -5.517499 -0.02 0.06 -0.05 0.366
H -3.813042 4.219551 0.365405 -0.39 0.50 -0.89 -0.406
H -3.716029 -6.973606 2.264868 -0.02 0.06 -0.06 0.361
H 6.088082 3.669976 -4.531255 -0.24 0.25 -0.05 0.320
H 3.744861 7.119970 0.468441 -0.73 0.80 0.65 0.146
H 0.729797 -4.581077 -1.827907 0.16 0.05 -0.06 0.340
H -1.353940 1.778877 0.790825 -0.04 -0.84 0.70 0.218
H -2.216214 3.405510 2.992968 -1.13 -0.31 -0.12 -0.608
H 5.017027 1.102077 3.674115 -0.64 0.00 -1.67 0.353
H -1.114997 3.766827 5.371640 -0.90 0.48 0.02 0.224
H 2.285766 -6.972273 -2.955665 -0.13 -0.15 0.39 0.030
H -2.178813 1.200558 3.478616 -0.48 -0.66 -0.81 0.504
H -2.554718 6.445591 4.466240 0.98 -0.67 0.40 0.286
H 1.524966 1.896196 -0.016164 0.16 -0.29 0.34 -0.146
H -1.266850 5.484919 3.613644 -0.39 0.55 1.01 0.062
H 4.085268 -11.466034 -4.583803 0.13 0.01 -0.04 0.315
H 2.474216 5.073198 3.102716 0.28 -0.01 -1.34 0.383
H -3.626042 2.883480 5.334015 0.53 0.98 -0.70 0.268
H -4.163712 4.579395 5.102000 0.89 -0.85 -0.53 0.310
H 0.221489 0.105891 2.952322 -0.08 1.01 -0.69 0.530
```
Positions in Å, forces in eV/Å.

Output
Energy relative to the best compared isomer or geometry (same formula, charge and spin), kcal per mole: 59.2
HOMO level, eV: -8.08
Kohn-Sham gap, Ha: 0.285
Largest force on an atom, eV Å⁻¹: 3.16
Spin multiplicity: 1
E_tot, Eh: -4826.83527
Charge: 0
SMILES: C#C[PH](CCCCN(CCCC)C(=S)SCCC)(CC(=O)I)NCCCC.CCOC(=O)C(F)(F)F.CCOC(=O)C(F)(F)F.CCOC(=O)C(F)(F)F.CCOC(=O)C(F)(F)F

---

# 2
The following is a DFT calculation (the ωB97M-V functional and the def2-TZVPD basis) of a gas-phase ion, C2H3N2OS (charge +1) in a non-equilibrium geometry.

Geometry as XYZ:
```
9
Properties=species:S:1:pos:R:3:forces:R:3:lowdin_spin:R:1
S 2.482675 -1.264198 -0.352783 2.19 -1.06 -0.75 1.181
O -0.712864 2.074626 0.498434 -0.65 1.16 0.34 0.019
N -1.345344 -0.109441 0.111110 0.25 -1.17 0.06 0.066
N -0.686170 0.987565 0.101035 0.97 -0.44 -0.46 0.051
C 0.109604 -0.158734 -0.442070 -0.19 0.81 0.22 0.113
C 1.203340 -0.661011 0.401637 -3.33 1.65 1.93 0.531
H -2.216821 -0.398226 -0.324961 -0.47 0.32 0.19 0.003
H 0.070022 -0.028363 -1.548126 0.76 -0.60 0.88 0.002
H 1.095562 -0.442214 1.555720 0.46 -0.67 -2.42 0.035
```
Positions in Å, forces in eV/Å.

Output
Energy relative to the best compared isomer or geometry (same formula, charge and spin), kcal per mole: 77.5
HOMO level (alpha / beta), eV: -12.52 / -15.80
Kohn-Sham gap (alpha / beta), Ha: 0.234 / 0.309
Largest force on an atom, eV Å⁻¹: 4.18
Spin multiplicity: 3
E_tot, Eh: -660.39245
Charge: +1